No. 1
10
Properties=species:S:1:pos:R:3 method="wB97M-V/def2-TZVPD" spin_multiplicity=1 largest_force_ev_per_a=2.83 de_lowest_kj_mol=545.11 charge=0 orbital_gap_ev="7.07 / 9.65" e_lumo_ev="0.3 / 0.5"
C 1.3505 0.3537 0.0146
C 0.8394 -0.9754 -0.0656
N -1.3756 1.4989 -0.1180
O 2.2661 1.0762 0.1241
O -1.8328 0.2250 0.2709
H -0.2559 -0.9513 0.1090
H 1.0051 -1.3436 -1.0785
H 1.3194 -1.6381 0.6561
H -1.3344 1.4394 -1.1365
H -1.9818 0.3152 1.2239

***

No. 2
74
Properties=species:S:1:pos:R:3 method="wB97M-V/def2-TZVPD" spin_multiplicity=1 largest_force_ev_per_a=2.30 de_lowest_kj_mol=14.31 charge=+2 orbital_gap_ev=4.79 e_lumo_ev=-7.6
Pt 1.9444 0.3195 0.2311
C -1.7929 -0.2216 4.5873
C -1.4489 1.1324 4.0968
C -0.2955 1.4166 3.4959
C 0.8136 0.4659 3.4491
C 0.5539 -0.9353 3.9186
C -0.7628 -1.2938 4.5093
N 1.9343 0.8337 2.9926
C 3.1024 0.1390 3.3285
C 3.4106 -0.1687 4.6503
C 4.6390 -0.7146 4.9866
C 5.5999 -0.9554 4.0098
C 5.3326 -0.6117 2.7000
C 4.0931 -0.0693 2.3731
N 3.7817 0.3168 1.0488
N 4.7320 0.6560 0.3156
C 4.3060 1.2284 -0.8891
C 5.2327 1.6846 -1.7980
C 4.7766 2.3852 -2.9086
C 3.4215 2.6230 -3.0482
C 2.5371 2.1204 -2.1047
N 2.9717 1.4228 -1.0549
H -2.5528 -0.3014 5.3553
H -2.1724 1.9182 4.2745
H -0.0635 2.4209 3.1671
H 1.4014 -1.5623 4.1566
H -0.7834 -2.1169 5.2135
H 2.7108 0.1077 5.4299
H 4.8568 -0.9305 6.0240
H 6.5531 -1.3915 4.2721
H 6.0611 -0.7810 1.9203
H 6.2817 1.5001 -1.6176
H 5.4774 2.7536 -3.6447
H 3.0337 3.1911 -3.8810
H 1.4700 2.2686 -2.1845
F 0.9805 -4.4195 3.5169
C 1.5741 -3.6640 2.6147
F 1.8609 -4.3389 1.5266
F 2.6827 -3.1356 3.1309
S 0.4272 -2.2530 2.1522
O 1.2482 -1.4867 1.1852
O -1.8532 -1.2458 3.6135
N -0.7317 -3.0977 1.6327
S -2.0028 -2.5421 0.7549
O -1.7748 -1.1799 0.3643
O -3.2290 -2.9802 1.3109
C -1.7078 -3.5626 -0.7584
F -2.5252 -3.1309 -1.7073
F -1.9265 -4.8358 -0.5066
F -0.4423 -3.4020 -1.1619
N -4.2716 1.7808 -3.0268
C -5.0989 1.6819 -4.1242
C -6.3599 2.2103 -4.4004
C -6.8906 1.9011 -5.6314
C -6.2008 1.0954 -6.5631
C -4.9607 0.5763 -6.2849
C -4.4019 0.8755 -5.0363
N -3.1952 0.4875 -4.4974
C -3.1560 1.0367 -3.3119
C -2.0197 0.8686 -2.4202
C -1.0489 -0.0833 -2.7499
C 0.0378 -0.2537 -1.9328
N 0.2091 0.4691 -0.8076
C -0.7203 1.3786 -0.4750
C -1.8319 1.6074 -1.2513
H -4.5043 2.2245 -2.1554
H -6.8948 2.8284 -3.6926
H -7.8658 2.2861 -5.8965
H -6.6677 0.8861 -7.5155
H -4.4277 -0.0439 -6.9919
H -1.1696 -0.6782 -3.6439
H 0.7972 -0.9927 -2.1509
H -0.5576 1.9211 0.4468
H -2.5376 2.3604 -0.9307

***

No. 3
94
Properties=species:S:1:pos:R:3 method="wB97M-V/def2-TZVPD" spin_multiplicity=1 largest_force_ev_per_a=3.94 charge=+1 orbital_gap_ev=8.15 e_lumo_ev=-2.9
C 4.2179 0.0448 -0.4047
C 3.1535 -0.6313 0.0946
C 2.3982 -1.7279 -0.7162
N 0.9206 -1.6951 -0.5811
C 0.2802 -2.9591 -0.1168
C 0.5948 -4.1806 -1.0921
C -0.6942 -4.9024 -1.6122
O 1.3806 -5.1992 -0.4368
C 0.2879 -0.5944 -0.8574
N 0.6721 0.6846 -1.2641
C 1.6729 0.9598 -2.2784
C 1.1024 1.3134 -3.7296
C 2.3104 2.0171 -4.4723
O 3.2141 1.3993 -4.9656
O 2.3842 3.4008 -4.5910
C -0.0828 1.7365 -0.5729
C -0.4464 3.0787 -1.2620
F -0.9042 3.9760 -0.3228
F -1.4201 3.0162 -2.2284
F 0.6367 3.7297 -1.8434
C -1.2261 0.8342 0.0866
C -2.7386 1.2248 -0.0020
C -3.3071 2.1656 1.0903
C -2.5966 3.0298 2.0037
C -3.2258 3.9215 2.9750
C -4.6804 3.9705 3.0470
C -5.4540 3.0974 2.1388
C -7.0174 3.1737 2.2859
C -4.7921 2.2133 1.1805
B -0.8421 0.2360 1.5685
O 0.4484 0.4076 2.1421
C -1.9145 -0.5751 2.4734
C -1.5577 -2.1105 2.6510
N -1.1832 -0.4693 -0.6878
C -1.7402 -0.4701 -2.0655
C -3.0990 -1.2413 -2.2102
C -4.1478 -0.5927 -2.9974
C -5.4479 -1.2448 -3.1231
C -5.7606 -2.5435 -2.5202
C -4.7017 -3.1974 -1.7447
C -3.4012 -2.5207 -1.5941
H 4.5811 0.9539 0.1250
H 4.7457 -0.2500 -1.3412
H 2.8002 -0.4538 1.1454
H 2.6747 -1.7066 -1.8104
H 2.7716 -2.7314 -0.3587
H 0.7699 -3.2138 0.8677
H -0.8167 -2.8589 0.0414
H 1.2022 -3.8455 -1.9867
H -1.2366 -4.2183 -2.3242
H -1.3646 -5.2453 -0.7714
H -0.4292 -5.8220 -2.1900
H 2.0684 -4.7944 0.1183
H 2.2522 1.8798 -1.9661
H 2.4505 0.1800 -2.4595
H 0.8504 0.3845 -4.3113
H 0.2779 2.0653 -3.7142
H 1.6535 3.8242 -4.1025
H 0.5921 2.0617 0.2793
H -3.3194 0.2603 0.0882
H -3.0703 1.6463 -0.9959
H -1.4757 3.0488 1.9545
H -2.6455 4.6037 3.6465
H -5.1389 4.6690 3.7787
H -7.4329 2.1672 2.0285
H -7.2560 3.4286 3.3538
H -7.4720 3.9399 1.6013
H -5.4474 1.5989 0.5156
H 0.3470 1.0420 2.8793
H -1.9523 -0.1136 3.5015
H -2.9554 -0.5226 2.0638
H -2.1009 -2.7381 1.8861
H -1.8733 -2.5108 3.6502
H -0.4512 -2.2437 2.5296
H -1.0061 -1.0391 -2.7172
H -1.8019 0.5584 -2.5036
H -3.9724 0.3986 -3.4725
H -6.2643 -0.7655 -3.7139
H -6.7432 -3.0546 -2.6145
H -4.9116 -4.1917 -1.2767
H -2.6552 -3.0530 -0.9659
C 8.6420 1.2988 1.7829
C 7.8079 0.7884 2.9350
C 8.1602 -0.6059 3.3714
O 6.9284 -1.0653 3.9302
C 5.9358 -0.3933 3.2910
O 4.7785 -0.6705 3.3640
O 6.4360 0.6355 2.5517
H 8.2566 2.2565 1.4284
H 9.6836 1.4274 2.0805
H 8.6012 0.6112 0.9348
H 7.8472 1.4943 3.7706
H 8.9560 -0.6254 4.1149
H 8.4294 -1.2660 2.5418

***

No. 4
9
Properties=species:S:1:pos:R:3 method="wB97M-V/def2-TZVPD" spin_multiplicity=1 largest_force_ev_per_a=3.93 de_lowest_kj_mol=255.81 charge=0 orbital_gap_ev=9.20 e_lumo_ev=-0.9
C 0.3529 0.6932 1.8435
N 0.5372 1.1380 0.7539
N -1.5707 -0.5771 1.2689
O -1.6235 -0.4330 -0.0815
O 0.4871 0.1365 2.8508
O -2.8887 1.5240 1.0246
S -2.3625 0.5800 2.0221
H -0.8742 -0.8677 -0.3407
H 0.5673 1.9756 0.1771

***

No. 5
134
Properties=species:S:1:pos:R:3 method="wB97M-V/def2-TZVPD" spin_multiplicity=1 largest_force_ev_per_a=8.28 charge=+1 orbital_gap_ev=7.12 e_lumo_ev=-2.9
C -3.7621 -7.0074 -0.0497
C -2.3008 -6.3416 0.3805
C -1.7550 -5.4798 -0.9024
C -2.2796 -3.8915 -0.9074
C -1.7900 -3.0913 0.4338
C -1.7301 -1.4399 0.2630
C -3.3160 -1.0255 -0.0813
O -4.2151 -1.4302 1.0513
C -5.4903 -1.9565 0.5551
C -5.7819 -3.5728 0.8472
C -7.2164 -4.2900 0.3857
C -7.4175 -5.9032 0.7794
C -8.4333 -3.4506 -0.3960
C -8.1028 -1.8482 -0.6700
C -6.6795 -1.1267 -0.2054
C -6.5276 0.4786 -0.5030
C -5.7800 0.8318 -1.9201
C -5.8865 1.3275 0.7874
C -1.4997 -0.8699 1.8074
C -0.0341 -0.1592 1.8190
C 1.1438 -1.0165 0.9936
N 1.4227 -2.3690 1.6096
P 2.7362 0.0418 1.4053
N 2.3545 1.6389 1.5791
N 0.8112 -1.0271 -0.4792
C 1.4590 -2.1161 -1.3041
F 0.9050 -3.4719 -1.1494
C 3.0868 -2.2416 -1.1741
C 3.5677 -3.6526 -1.9255
C -0.6528 -0.8952 -0.8323
C -1.0513 0.6282 -1.4018
C -1.9179 0.4528 -2.8223
S -2.3489 2.1389 -3.5217
C -3.9257 1.9898 -4.5183
N -4.9368 3.0029 -5.0093
N -5.8710 2.1529 -5.6445
C -5.5133 0.6766 -5.5660
O -4.2373 0.5740 -4.8417
H -4.3528 -7.2123 0.9396
H -4.3176 -6.3154 -0.8197
H -3.6206 -8.0511 -0.5857
H -1.5635 -7.2642 0.5061
H -2.3388 -5.7292 1.3769
H -0.5806 -5.5560 -1.0748
H -2.2364 -5.9609 -1.8816
H -3.4634 -3.9503 -0.9717
H -1.9137 -3.4496 -1.9248
H -2.5535 -3.4107 1.2959
H -0.7624 -3.5637 0.7709
H -3.4757 0.1355 -0.1701
H -3.7023 -1.4990 -1.0803
H -4.9925 -4.2486 1.4130
H -8.1743 -6.4536 0.0757
H -6.3997 -6.4639 0.9329
H -7.9371 -5.8766 1.8540
H -9.4614 -3.9241 -0.7041
H -8.9366 -1.1781 -1.1895
H -7.6398 0.9004 -0.6050
H -5.4439 1.9746 -1.8674
H -6.5225 0.7325 -2.8481
H -4.8619 0.1294 -2.1091
H -4.8035 1.7148 0.5596
H -6.6397 2.1947 1.1017
H -5.8750 0.5871 1.7223
H -2.2885 -0.0246 2.1027
H -1.4810 -1.7691 2.5561
H 0.3715 -0.0118 2.9174
H -0.1589 0.8925 1.2704
H 0.8429 -2.4025 2.4941
H 2.4317 -2.4162 1.9009
H 3.7253 -0.0080 0.3618
H 3.2425 -0.3577 2.7195
H 2.5811 1.9558 2.5559
H 1.2690 -0.1344 -0.8450
H 1.2614 -1.8115 -2.4432
H 3.6099 -1.2900 -1.6550
H 3.4806 -2.3345 -0.0633
H 3.3773 -4.5283 -1.1399
H 2.9098 -3.8944 -2.8631
H 4.7193 -3.6476 -2.1348
H -0.8034 -1.5840 -1.7980
H -0.1281 1.2784 -1.6907
H -1.6564 1.2567 -0.5906
H -1.1371 -0.0364 -3.5809
H -2.8134 -0.2922 -2.7230
H -6.0740 -0.2819 -5.9540
C 2.5392 -4.0612 7.6666
O 1.9465 -2.8200 8.0346
C 2.3182 -1.7592 7.1474
C 1.1910 -1.4387 6.1615
O 0.9834 -2.5162 5.2433
C -0.1586 -3.2976 5.5783
H 2.0606 -4.8540 8.2472
H 2.4047 -4.2768 6.6040
H 3.6065 -4.0464 7.9099
H 3.2474 -1.9986 6.6188
H 2.5031 -0.8772 7.7681
H 1.4830 -0.5666 5.5669
H 0.2638 -1.1897 6.6908
H -1.0703 -2.7395 5.3425
H -0.1607 -3.5818 6.6342
H -0.1400 -4.2081 4.9740
C 4.6240 6.5792 -0.7374
O 4.1592 5.2339 -0.6968
C 3.7743 4.8344 0.6234
C 2.2513 4.8427 0.7846
O 1.7315 6.1745 0.7288
C 1.1358 6.4685 -0.5304
H 4.7032 6.8819 -1.7845
H 3.9396 7.2613 -0.2275
H 5.6170 6.6399 -0.2805
H 4.2537 5.4665 1.3789
H 4.1366 3.8113 0.7630
H 2.0017 4.4455 1.7742
H 1.7725 4.2025 0.0345
H 0.1788 5.9444 -0.6178
H 1.7880 6.1905 -1.3629
H 0.9507 7.5445 -0.5790
C 10.3240 7.5859 -4.4696
O 9.8592 6.2407 -4.4290
C 9.4743 5.8412 -3.1088
C 7.9513 5.8495 -2.9476
O 7.4315 7.1813 -3.0034
C 6.8358 7.4752 -4.2626
H 10.4032 7.8887 -5.5167
H 9.6396 8.2680 -3.9597
H 11.3170 7.6467 -4.0127
H 9.9537 6.4732 -2.3533
H 9.8366 4.8180 -2.9692
H 7.7017 5.4523 -1.9581
H 7.4725 5.2092 -3.6977
H 5.8788 6.9512 -4.3500
H 7.4880 7.1973 -5.0951
H 6.6507 8.5513 -4.3112

***

No. 6
13
Properties=species:S:1:pos:R:3 method="wB97M-V/def2-TZVPD" spin_multiplicity=1 largest_force_ev_per_a=4.54 de_lowest_kj_mol=701.36 charge=0 orbital_gap_ev=10.12 e_lumo_ev=0.6
C -2.2935 0.4157 -0.2058
C -1.0144 -0.3177 -0.2962
N -0.0738 -0.3900 0.5245
N 2.6033 0.2085 -0.1625
O 2.4584 -1.1515 -0.0261
O 3.6318 0.6307 -0.5462
O 1.6312 0.7792 0.2386
H -3.0095 0.3175 -1.0114
H -2.7681 0.1191 0.6541
H -1.9434 1.5845 -0.1539
H -0.8631 -0.9220 -1.1875
H 1.7863 -1.2480 0.7013
H -0.1454 -0.0259 1.4709

***

No. 7
4
Properties=species:S:1:pos:R:3 method="wB97M-V/def2-TZVPD" spin_multiplicity=1 largest_force_ev_per_a=2.33 de_lowest_kj_mol=8.00 charge=+2 orbital_gap_ev=12.22 e_lumo_ev=-13.6
O 0.0936 -0.1469 -0.0198
H -0.3429 -0.9916 0.2337
H 0.9675 -0.1741 0.4318
Mg -0.7182 1.3126 -0.6457

***

No. 8
67
Properties=species:S:1:pos:R:3 method="wB97M-V/def2-TZVPD" spin_multiplicity=3 largest_force_ev_per_a=1.33 de_lowest_kj_mol=46.77 charge=-2 orbital_gap_ev="4.68 / 5.11" e_lumo_ev="3.3 / 3.2"
Ti 0.3754 -0.8667 0.1285
S 5.2104 1.3846 2.4610
C 6.3739 2.3385 3.2742
C 5.8140 3.4337 3.8571
C 4.4149 3.5023 3.6477
C 3.9298 2.4529 2.9078
C 2.5562 2.2109 2.4840
C 2.2002 1.0028 1.8716
N 0.9888 0.7410 1.4155
C -0.0108 1.6700 1.5483
C 0.2617 2.9190 2.1728
C -0.7970 3.8752 2.2800
C -2.0270 3.5999 1.7962
C -2.3251 2.3474 1.1554
C -3.5791 2.0579 0.6505
C -3.8061 0.8017 0.0302
C -2.7378 -0.0795 -0.0438
N -1.5154 0.1679 0.4135
C -1.2874 1.3812 1.0368
C -5.0991 0.4331 -0.5177
C -5.4694 -0.6970 -1.2088
C -6.8329 -0.7035 -1.5873
C -7.5001 0.4156 -1.1921
S -6.4613 1.4884 -0.3453
C 1.5457 3.1666 2.6280
H 7.4094 2.0420 3.2717
H 6.3787 4.1664 4.4159
H 3.7903 4.2931 4.0360
H 2.9213 0.2056 1.7145
H -0.5878 4.8253 2.7580
H -2.8276 4.3262 1.8775
H -4.3690 2.7936 0.7350
H -2.8529 -1.0576 -0.4964
H -4.7849 -1.4980 -1.4436
H -7.2988 -1.5122 -2.1321
H -8.5366 0.6639 -1.3478
H 1.7593 4.1302 3.0750
C 0.5920 -5.4543 -1.8887
C -0.6779 -4.7190 -2.3220
C -0.7246 -3.3842 -1.7609
N -0.7358 -2.3419 -1.2852
H 0.4719 -6.5212 -2.0764
H 0.8034 -5.3077 -0.8304
H 1.4494 -5.0931 -2.4493
H -1.5820 -5.2358 -1.9887
H -0.7199 -4.6163 -3.4087
N -0.0871 -2.2591 1.6914
C -0.3868 -3.0180 2.5237
N -0.6069 -3.9116 3.4201
C -1.7876 -4.0088 3.9968
N -2.7882 -4.1785 4.5592
Br 3.9207 2.4964 -3.2095
C 2.2625 1.6076 -3.0916
C 1.4743 1.4235 -4.2149
C 0.2518 0.7949 -4.0581
C -0.1183 0.3605 -2.7998
N 0.6672 0.4999 -1.7318
C 1.8422 1.1201 -1.8712
H 1.8163 1.7594 -5.1835
H -0.4014 0.6217 -4.9013
H -1.0612 -0.1452 -2.6361
H 2.4624 1.2195 -0.9905
Se 2.1715 -2.6950 -4.1102
Sb 3.8575 -2.9782 -2.3513
Se 2.4521 -1.7596 -0.4192
Se 4.1970 -5.2138 -1.5288
Se 5.7612 -1.4851 -2.4116